No. 1
The following is a quantum chemistry calculation of C21H34N2O3S in the gas phase, from the Open Molecules 2025 dataset.

```
! RIJCOSX wB97M-V def2-TZVPD def2/J DEFGRID3
* xyz 0 1
C 6.313 0.342 2.324
C 6.367 -0.943 1.506
C 7.144 -0.792 0.198
H 7.195 -1.764 -0.300
H 8.166 -0.477 0.418
C 6.530 0.228 -0.764
N 5.168 -0.100 -1.119
C 4.107 0.624 -0.700
O 4.221 1.652 -0.065
C 2.756 0.026 -1.078
C 1.732 1.136 -1.308
C 0.348 0.560 -1.581
H -0.364 1.374 -1.725
C -0.114 -0.333 -0.429
C 0.907 -1.450 -0.210
C 2.292 -0.875 0.072
H 2.264 -0.283 0.989
H 3.005 -1.690 0.220
H 0.605 -2.078 0.631
H 0.947 -2.079 -1.103
C -1.507 -0.895 -0.724
N -2.113 -1.496 0.446
S -3.696 -2.011 0.162
O -4.081 -2.805 1.295
O -3.749 -2.657 -1.122
C -4.569 -0.442 0.173
C -4.457 0.332 1.327
C -5.101 1.562 1.366
C -5.848 2.027 0.294
C -5.952 1.227 -0.833
C -5.327 -0.013 -0.915
C -5.503 -0.825 -2.157
H -4.547 -1.004 -2.644
H -5.917 -1.802 -1.918
H -6.168 -0.314 -2.851
H -6.540 1.571 -1.671
C -6.550 3.348 0.368
H -5.968 4.064 0.943
H -6.728 3.751 -0.626
H -7.514 3.225 0.862
H -5.018 2.169 2.256
C -3.667 -0.118 2.512
H -3.924 0.478 3.386
H -2.603 -0.012 2.313
H -3.859 -1.167 2.715
H -1.583 -2.276 0.807
H -2.178 -0.081 -1.018
H -1.462 -1.609 -1.558
H -0.179 0.269 0.483
H 0.371 -0.029 -2.502
H 1.709 1.771 -0.421
H 2.050 1.756 -2.148
H 2.858 -0.574 -1.989
H 5.016 -0.978 -1.590
H 6.498 1.218 -0.306
H 7.135 0.281 -1.675
H 5.347 -1.269 1.287
H 6.844 -1.729 2.097
H 7.314 0.737 2.483
H 5.714 1.096 1.820
H 5.863 0.148 3.295
*
```

**Energy above the lowest of the compared OMol25 structures with the same formula, charge and spin**: 7.7 kJ/mol
**SMILES string**: CCCCNC(=O)[C@H]1CC[C@H](CNS(=O)(=O)c2c(C)cc(C)cc2C)CC1
**Gap between HOMO and LUMO**: 9.890 eV
**LUMO energy**: 0.66 eV

=====

No. 2
The following is a quantum chemistry calculation of 3 unconnected molecules or ions with the total composition C21H35Cl2F3N3O10P2 at a distorted geometry, from the Open Molecules 2025 dataset.

```
! RIJCOSX wB97M-V def2-TZVPD def2/J DEFGRID3
* xyz 1 1
C -1.496 -3.349 -3.763
C 0.108 -3.162 -3.712
C 0.754 -3.409 -2.236
C 0.181 -2.433 -1.102
C -0.725 -2.932 0.108
C -1.111 -4.461 0.335
Cl 0.133 -5.840 0.318
C -2.482 -4.889 0.572
C -3.748 -3.900 0.588
Cl -2.840 -6.682 0.881
C -1.245 -1.838 1.130
N -0.933 -0.409 1.036
N -1.515 0.405 2.034
C -2.637 0.897 1.478
O -3.645 1.526 1.109
C -0.066 0.127 -0.034
C 0.273 1.724 -0.040
N 0.795 2.187 1.311
C 0.509 -0.865 -1.145
C 1.429 -0.225 -2.332
O 0.575 0.738 -3.014
C 1.288 1.497 -3.990
F 0.281 2.131 -4.818
F 2.020 2.540 -3.294
F 2.116 0.732 -4.862
H -1.796 -3.373 -4.890
H -2.077 -2.480 -3.288
H -1.765 -4.386 -3.347
H 0.550 -3.999 -4.393
H 0.461 -2.164 -4.198
H 0.682 -4.528 -1.998
H 1.889 -3.170 -2.353
H -3.752 -3.370 1.626
H -4.743 -4.504 0.557
H -3.722 -3.091 -0.228
H -1.899 -2.204 1.999
H -0.637 2.351 -0.388
H 1.133 1.966 -0.790
H 1.378 1.409 1.686
H 1.340 3.057 1.216
H 2.324 0.330 -1.849
H 1.856 -1.050 -3.008
C 6.655 -1.215 -2.929
O 5.925 -2.237 -2.271
P 5.902 -2.261 -0.669
O 5.997 -0.933 -0.009
O 7.061 -3.293 -0.276
C 8.404 -2.906 -0.523
O 4.561 -3.077 -0.368
C 4.060 -3.063 0.957
H 6.150 -0.979 -3.868
H 6.714 -0.304 -2.330
H 7.663 -1.571 -3.153
H 8.536 -1.826 -0.409
H 8.687 -3.205 -1.534
H 9.057 -3.414 0.190
H 3.007 -3.352 0.930
H 4.131 -2.065 1.395
H 4.609 -3.779 1.573
C -6.446 3.782 3.651
O -5.817 4.778 4.437
P -5.305 6.117 3.722
O -6.094 6.552 2.541
O -3.753 5.836 3.428
C -3.433 4.864 2.449
O -5.271 7.151 4.937
C -5.127 8.528 4.634
H -7.195 3.278 4.266
H -6.946 4.206 2.777
H -5.705 3.047 3.328
H -4.181 4.838 1.652
H -3.367 3.881 2.923
H -2.463 5.108 2.010
H -5.461 9.107 5.496
H -5.740 8.809 3.774
H -4.079 8.760 4.433
*
```

**Gap between HOMO and LUMO**: 7.250 eV
**LUMO energy**: -4.92 eV

=====

No. 3
The following is a quantum chemistry calculation of a molecular structure, C21H35Cl2GeN4O6Rb at a distorted geometry, from the Open Molecules 2025 dataset.

```
! RIJCOSX wB97M-V def2-TZVPD def2/J DEFGRID3
* xyz -1 2
Rb 0.334 0.867 0.380
C -0.931 -1.990 -1.713
C -1.691 -2.322 -0.424
C -3.080 -1.679 -0.466
C -1.843 -3.837 -0.290
O -1.023 -1.755 0.676
Ge 0.455 -2.530 1.586
O 1.622 -1.893 0.259
C 3.035 -2.075 0.358
C 3.657 -0.920 1.133
C 3.397 -3.405 1.023
C 3.574 -2.101 -1.072
O 0.678 -0.954 2.566
C 0.040 -0.633 3.786
C -0.211 -1.870 4.647
C 0.973 0.327 4.521
C -1.295 0.058 3.490
H -1.439 -2.391 -2.598
H 0.083 -2.387 -1.667
H -0.851 -0.905 -1.823
H -3.658 -2.009 -1.335
H -2.976 -0.593 -0.497
H -3.636 -1.938 0.437
H -2.458 -4.236 -1.102
H -2.319 -4.079 0.662
H -0.875 -4.339 -0.315
H 3.236 -0.867 2.138
H 3.462 0.040 0.652
H 4.742 -1.043 1.212
H 3.118 -3.425 2.078
H 4.477 -3.566 0.959
H 2.889 -4.234 0.527
H 3.325 -1.173 -1.585
H 3.127 -2.928 -1.628
H 4.661 -2.215 -1.086
H 0.719 -2.422 4.795
H -0.930 -2.547 4.181
H -0.603 -1.576 5.625
H 1.907 -0.181 4.770
H 0.521 0.701 5.444
H 1.221 1.174 3.878
H -1.895 -0.559 2.821
H -1.128 1.029 3.015
H -1.856 0.245 4.411
Cl -0.841 5.904 0.314
C -1.625 5.077 -0.940
C -2.270 5.756 -1.958
C -2.879 5.068 -2.984
Cl -3.666 5.976 -4.221
C -2.877 3.634 -3.065
C -3.467 2.904 -4.107
C -3.388 1.535 -4.074
C -2.723 0.913 -3.012
N -2.158 1.578 -2.022
C -2.236 2.911 -2.045
C -1.576 3.618 -0.913
O -1.002 3.005 -0.028
H -2.290 6.837 -1.955
H -3.966 3.414 -4.918
H -3.829 0.933 -4.857
H -2.641 -0.166 -2.968
N 2.868 1.458 -2.441
N 1.689 0.670 -2.686
H 3.596 0.884 -2.020
H 2.645 2.126 -1.708
H 1.577 -0.057 -1.979
H 1.835 0.182 -3.561
O 3.317 3.777 1.837
N 2.554 2.883 1.496
O 2.797 2.315 0.386
*
```

**Energy above the lowest of the compared OMol25 structures with the same formula, charge and spin**: 72.1 kJ/mol
**⟨S²⟩**: 0.79
**Gap between HOMO and LUMO (spin up / spin down)**: 5.587 / 3.620 eV
**LUMO energy (spin up / spin down)**: 1.35 / -0.62 eV

=====

No. 4
The following is a quantum chemistry calculation of a molecular structure, C21H35ClN4O3SSiV, from the Open Molecules 2025 dataset.

```
! RIJCOSX wB97M-V def2-TZVPD def2/J DEFGRID3
* xyz 0 2
V -0.357 0.408 0.611
O 0.044 -1.443 -0.508
C 0.493 -1.788 -1.817
C 1.471 -2.945 -1.818
C 2.788 -2.667 -1.085
C 3.507 -1.482 -1.670
C 4.306 -1.602 -2.803
C 4.873 -0.465 -3.350
C 4.621 0.763 -2.755
C 3.819 0.789 -1.628
N 3.278 -0.303 -1.088
H -0.580 -2.075 -0.118
H 0.943 -0.874 -2.205
H -0.368 -2.021 -2.448
H 1.679 -3.189 -2.865
H 1.001 -3.832 -1.383
H 3.415 -3.559 -1.138
H 2.593 -2.469 -0.030
H 4.474 -2.577 -3.241
H 5.500 -0.533 -4.230
H 5.036 1.678 -3.153
H 3.593 1.727 -1.133
N -0.699 2.002 2.066
C 0.409 2.798 2.611
C 1.528 1.937 3.174
C 2.374 1.234 2.124
N 1.687 0.110 1.468
H -1.260 2.602 1.458
H -1.304 1.650 2.801
H 0.051 3.493 3.378
H 0.793 3.404 1.787
H 1.122 1.206 3.883
H 2.191 2.583 3.756
H 3.316 0.900 2.572
H 2.629 1.949 1.337
H 1.641 -0.682 2.104
H 2.250 -0.194 0.669
C -6.504 -1.126 2.674
Si -5.228 -2.143 1.760
C -6.103 -3.327 0.605
C -4.250 -3.137 2.991
C -4.249 -0.943 0.676
C -4.971 -0.330 -0.348
C -4.381 0.593 -1.201
C -3.051 0.902 -1.008
N -2.327 0.340 -0.034
C -2.903 -0.571 0.795
S -1.742 -1.179 1.973
H -7.152 -1.764 3.280
H -7.135 -0.562 1.985
H -6.017 -0.410 3.340
H -6.726 -4.022 1.174
H -5.380 -3.915 0.036
H -6.749 -2.813 -0.109
H -4.949 -3.811 3.498
H -3.766 -2.508 3.736
H -3.474 -3.736 2.515
H -6.020 -0.572 -0.489
H -4.934 1.074 -1.996
H -2.538 1.632 -1.622
Cl -0.873 3.465 -3.652
C 0.480 3.330 -2.486
C -0.019 2.746 -1.169
O -0.828 3.377 -0.490
O 0.475 1.600 -0.880
H 0.864 4.335 -2.324
H 1.231 2.697 -2.945
*
```

**Energy above the lowest of the compared OMol25 structures with the same formula, charge and spin**: 0.0 kJ/mol
**⟨S²⟩**: 0.76
**Gap between HOMO and LUMO (spin up / spin down)**: 6.350 / 5.653 eV
**LUMO energy (spin up / spin down)**: 0.49 / 0.49 eV

=====

No. 5
The following is a quantum chemistry calculation of a molecular structure, C21H35CrN6PSe2, from the Open Molecules 2025 dataset.

```
! RIJCOSX wB97M-V def2-TZVPD def2/J DEFGRID3
* xyz 0 5
Cr 0.810 1.176 1.292
C -4.527 0.296 2.298
N -3.129 0.513 2.576
C -2.566 0.619 3.834
C -1.247 0.827 3.635
N -0.977 0.845 2.281
C -2.148 0.641 1.624
P -2.642 0.493 -0.093
C -1.021 0.818 -1.061
N -0.097 1.718 -0.351
C -0.170 2.950 -0.980
C -0.875 2.891 -2.110
N -1.330 1.560 -2.315
C -2.653 1.495 -2.909
C -0.038 -1.321 -0.100
N 0.964 -1.066 0.744
C 0.860 -1.977 1.769
C -0.204 -2.782 1.551
N -0.773 -2.363 0.372
C -2.030 -2.921 -0.096
H -5.105 0.532 3.190
H -4.834 0.945 1.478
H -4.716 -0.739 2.003
H -3.156 0.548 4.731
H -0.478 0.972 4.375
H 0.349 3.812 -0.585
H -1.082 3.661 -2.836
H -2.602 1.934 -3.909
H -2.986 0.465 -3.025
H -3.412 2.031 -2.329
H 1.540 -1.998 2.603
H -0.620 -3.599 2.114
H -1.860 -3.854 -0.634
H -2.658 -3.109 0.774
H -2.543 -2.186 -0.703
C 3.559 -0.410 3.197
Se 2.341 1.088 3.415
C 3.626 2.462 2.899
C 4.247 2.260 1.526
Se 2.878 2.182 0.132
C 3.526 0.657 -0.886
H 4.532 -0.121 3.588
H 3.633 -0.713 2.156
H 3.181 -1.236 3.792
H 4.405 2.487 3.662
H 3.090 3.410 2.953
H 4.853 1.355 1.490
H 4.907 3.100 1.311
H 4.606 0.735 -0.992
H 3.066 0.733 -1.868
H 3.224 -0.273 -0.411
C 0.171 -0.375 -3.869
C -0.244 -1.301 -2.711
C 0.826 -2.404 -2.630
C -1.570 -1.963 -3.106
C -0.171 -0.501 -1.368
H 0.469 -0.992 -4.722
H 1.013 0.265 -3.593
H -0.637 0.281 -4.181
H 0.847 -2.965 -3.568
H 0.633 -3.114 -1.822
H 1.820 -1.977 -2.469
H -1.553 -2.167 -4.180
H -2.433 -1.333 -2.900
H -1.722 -2.919 -2.610
H 0.835 -0.080 -1.442
*
```

**Energy above the lowest of the compared OMol25 structures with the same formula, charge and spin**: 76.4 kJ/mol
**⟨S²⟩**: 6.02
**Gap between HOMO and LUMO (spin up / spin down)**: 5.025 / 5.212 eV
**LUMO energy (spin up / spin down)**: 0.06 / 0.05 eV

=====

No. 6
The following is a quantum chemistry calculation of a molecular structure, C21H35Cu2N3O at a distorted geometry, from the Open Molecules 2025 dataset.

```
! RIJCOSX wB97M-V def2-TZVPD def2/J DEFGRID3
* xyz 4 1
C -0.657 -2.911 4.375
N -0.108 -2.562 3.068
C -0.216 -3.446 2.064
C 0.300 -3.157 0.840
C 0.826 -1.887 0.559
C 0.885 -1.017 1.654
C 0.446 -1.389 2.941
C 1.400 -1.434 -0.761
C 1.613 -0.029 -1.080
C 2.123 0.383 -2.354
N 2.257 -0.570 -3.365
C 2.066 -1.817 -3.054
C 1.687 -2.258 -1.781
C 2.703 -0.171 -4.653
H -1.528 -3.565 4.336
H -0.574 -2.079 5.074
H 0.180 -3.475 4.787
H -0.731 -4.354 2.342
H 0.252 -3.896 0.054
H 1.249 -0.002 1.594
H 0.444 -0.628 3.707
H 1.430 0.876 -0.519
H 2.314 1.435 -2.506
H 2.366 -2.586 -3.750
H 1.656 -3.320 -1.587
H 2.785 -1.004 -5.352
H 3.708 0.167 -4.400
H 2.114 0.683 -4.988
Cu 1.850 0.698 3.660
Cu 1.644 1.888 1.760
C 1.190 2.527 -3.519
C -0.172 2.015 -3.071
C -0.432 2.161 -1.571
C -1.646 1.332 -1.133
N -1.824 1.323 0.405
C -0.742 0.512 1.159
C -1.443 -0.131 2.401
C -2.919 -0.232 2.170
C -3.119 0.589 0.878
C -1.942 2.763 0.988
H 1.338 2.489 -4.598
H 1.921 1.983 -2.921
H 1.418 3.568 -3.290
H -0.134 0.957 -3.329
H -0.998 2.571 -3.514
H -0.403 3.197 -1.234
H 0.452 1.734 -1.097
H -1.583 0.342 -1.583
H -2.504 1.772 -1.641
H 0.126 1.132 1.384
H -0.383 -0.337 0.577
H -1.224 0.401 3.327
H -1.050 -1.111 2.670
H -3.406 0.038 3.107
H -3.049 -1.284 1.915
H -3.962 1.278 0.838
H -3.364 -0.051 0.029
H -2.460 3.322 0.209
H -0.967 3.122 1.320
H -2.613 2.710 1.845
O 0.736 0.814 2.501
H 0.672 -0.081 2.113
*
```

**Energy above the lowest of the compared OMol25 structures with the same formula, charge and spin**: 2265.1 kJ/mol
**Gap between HOMO and LUMO**: 7.719 eV
**LUMO energy**: -13.97 eV

=====

No. 7
The following is a quantum chemistry calculation of a molecular structure, C21H35GeN3O4Se4SiTe2W at a distorted geometry, from the Open Molecules 2025 dataset.

```
! RIJCOSX wB97M-V def2-TZVPD def2/J DEFGRID3
* xyz 0 1
W -0.396 0.112 -0.346
O -0.477 2.943 4.778
C -0.603 1.641 4.996
O -0.889 1.189 6.072
C -0.372 0.734 3.836
C -0.501 -0.643 3.901
N -0.281 -1.130 2.684
N 0.006 -0.154 1.812
C -0.055 0.987 2.503
C 0.147 2.212 1.674
O 0.105 3.319 2.184
O 0.352 1.924 0.430
H -0.235 3.151 3.844
H -0.728 -1.273 4.744
H -0.287 -2.106 2.361
Se -2.325 -1.691 -0.152
Te -2.660 -3.674 1.148
Te 0.598 -3.894 0.867
Se 0.239 -2.259 -0.859
C 1.569 -1.560 -4.226
Si 0.077 -0.488 -4.497
C 0.389 0.829 -5.770
C -1.535 -1.397 -4.682
Se -0.293 0.858 -2.588
H 1.786 -2.124 -5.138
H 1.421 -2.274 -3.417
H 2.438 -0.941 -3.995
H 0.407 0.408 -6.778
H 1.350 1.311 -5.580
H -0.385 1.597 -5.737
H -1.676 -1.758 -5.703
H -2.370 -0.742 -4.433
H -1.568 -2.254 -4.006
C 6.387 -0.833 2.447
C 4.886 -0.640 2.275
C 4.529 0.712 1.667
C 3.025 0.873 1.423
Ge 2.383 0.115 -0.288
C 3.388 -1.484 -0.860
C 4.852 -1.214 -1.215
C 5.507 -2.411 -1.905
C 5.544 -3.657 -1.023
H 6.619 -1.806 2.881
H 6.805 -0.066 3.101
H 6.905 -0.763 1.488
H 4.390 -0.725 3.247
H 4.473 -1.446 1.659
H 5.098 0.871 0.746
H 4.862 1.497 2.354
H 2.758 1.929 1.382
H 2.489 0.435 2.267
H 2.699 1.169 -1.374
H 2.891 -1.857 -1.760
H 3.290 -2.275 -0.117
H 5.427 -0.979 -0.317
H 4.922 -0.336 -1.864
H 6.523 -2.141 -2.204
H 4.962 -2.632 -2.829
H 5.866 -3.403 -0.010
H 6.238 -4.402 -1.414
H 4.563 -4.127 -0.947
Se -2.615 1.199 0.247
C -3.139 3.055 0.125
C -4.204 3.282 -0.739
C -4.719 4.565 -0.833
N -4.248 5.604 -0.148
C -3.228 5.368 0.672
C -2.636 4.124 0.848
H -4.634 2.477 -1.319
H -5.552 4.765 -1.498
H -2.854 6.221 1.228
H -1.810 4.019 1.531
*
```

**Energy above the lowest of the compared OMol25 structures with the same formula, charge and spin**: 256.2 kJ/mol
**Gap between HOMO and LUMO (spin up / spin down)**: 4.847 / 4.846 eV
**LUMO energy (spin up / spin down)**: -2.75 / -2.75 eV